Run P
Entry from the OMol25 dataset: 2 unconnected molecules or ions with the total composition C5H15N2 (wB97M-V/def2-TZVPD).

The geometry in XYZ format:
```
22
Properties=species:S:1:pos:R:3
C -0.37 -0.82 1.07
C 0.42 -1.04 2.36
C 1.90 -0.79 2.10
N -1.83 -0.91 1.25
H -0.04 -1.61 0.38
H -0.01 0.14 0.67
H 0.29 -2.03 2.79
H 0.01 -0.34 3.10
H 2.09 0.29 2.00
H 2.20 -1.21 1.14
H 2.54 -1.17 2.89
H -2.30 -0.24 0.64
H -2.04 -0.51 2.16
C 0.22 1.92 -3.07
C -1.18 0.20 -2.04
N -0.13 0.92 -2.06
H 1.18 1.63 -3.51
H 0.31 2.90 -2.61
H -0.53 1.93 -3.86
H -1.87 0.31 -2.87
H -1.35 -0.53 -1.27
H 0.48 0.98 -1.25
```

Properties
HOMO level   -13.10 eV
Total charge   +1
HOMO-LUMO gap   7.817 eV
LUMO energy   -5.29 eV


Run Q
Entry from the OMol25 dataset: 2 unconnected molecules or ions with the total composition C5H15N2 (wB97M-V/def2-TZVPD).

The geometry in XYZ format:
```
22
Properties=species:S:1:pos:R:3
C -0.75 1.49 1.44
C 1.41 0.40 -0.36
C -0.27 -0.66 -1.90
C -0.76 1.18 0.00
C -0.16 -0.08 -0.44
N 0.64 -2.76 1.57
N -1.43 2.02 -0.85
H 0.10 0.97 2.03
H -1.65 1.27 1.96
H -0.79 2.60 1.50
H 1.68 0.60 -1.44
H 1.71 1.17 0.26
H 1.94 -0.52 0.02
H -0.74 -0.01 -2.61
H 0.71 -0.91 -2.28
H -0.92 -1.56 -1.90
H -0.07 -0.94 0.19
H 0.51 -3.08 2.53
H 1.54 -2.34 1.54
H 0.67 -3.51 0.95
H -1.76 2.91 -0.43
H -1.57 1.78 -1.78
```

Properties
HOMO level   -13.57 eV
Total charge   +1
HOMO-LUMO gap   9.341 eV
LUMO energy   -4.23 eV


Run R
Entry from the OMol25 dataset: a molecular structure, C5H15N2 (wB97M-V/def2-TZVPD).

The geometry in XYZ format:
```
22
Properties=species:S:1:pos:R:3
C -1.98 -0.89 -0.04
C 2.05 -0.75 0.19
C -0.52 -1.15 0.58
C 0.45 1.18 0.76
C 0.59 -0.15 0.01
N 0.37 0.08 -1.37
N -0.42 1.98 -0.21
H -2.68 -1.52 0.61
H -2.08 -1.20 -1.06
H -2.48 0.16 0.11
H 2.70 -0.69 -0.69
H 2.50 -0.36 1.04
H 1.93 -1.76 0.37
H -0.50 -1.04 1.76
H -0.38 -2.18 0.16
H -0.17 1.24 1.69
H 1.45 1.61 0.85
H 1.22 -0.02 -1.91
H -0.42 -0.42 -1.84
H -0.06 2.91 -0.25
H -1.46 1.97 0.04
H -0.14 1.33 -1.11
```

Properties
HOMO level   -14.74 eV
Total charge   +1
HOMO-LUMO gap   11.725 eV
LUMO energy   -3.01 eV


Run S
Entry from the OMol25 dataset: 2 unconnected molecules or ions with the total composition C5H15N2 (wB97M-V/def2-TZVPD).

The geometry in XYZ format:
```
22
Properties=species:S:1:pos:R:3
C 0.26 -2.22 -0.90
C 1.54 -2.55 -1.02
N -0.36 -1.79 0.32
H -0.41 -2.19 -1.74
H 1.92 -2.84 -1.98
H 2.23 -2.59 -0.18
H 0.11 -2.20 1.13
H -0.12 -0.08 0.00
H -1.32 -2.11 0.32
C -2.18 1.55 0.38
C -0.72 1.83 0.72
N 0.14 0.95 -0.13
C 1.60 1.04 0.19
H -2.85 2.23 0.90
H -2.44 0.54 0.68
H -2.32 1.66 -0.70
H -0.51 1.57 1.75
H -0.38 2.85 0.53
H 0.01 1.16 -1.12
H 2.17 0.49 -0.54
H 1.89 2.09 0.20
H 1.75 0.62 1.18
```

Properties
HOMO level   -13.05 eV
Total charge   +1
HOMO-LUMO gap   10.333 eV
LUMO energy   -2.72 eV


Which structure is most stable, and how do the rest compare? From most to least stable: run S, run Q, run R, run P.


Run P
Entry from the OMol25 dataset: a gas-phase ion, C5H15N2 (charge +1) (wB97M-V/def2-TZVPD).

The geometry in XYZ format:
```
22
Properties=species:S:1:pos:R:3
C 0.44 -2.91 0.22
C -0.84 -2.23 -0.25
C -0.61 -0.75 -0.62
N -0.21 0.12 0.51
C 1.05 0.81 0.37
C 0.86 2.27 -0.17
N -0.62 2.56 -0.11
H 1.06 -2.28 0.85
H 0.98 -3.39 -0.60
H 0.17 -3.76 0.85
H -1.09 -2.59 -1.25
H -1.72 -2.40 0.35
H 0.19 -0.77 -1.36
H -1.55 -0.36 -1.02
H -0.25 -0.35 1.40
H 1.76 0.36 -0.33
H 1.57 0.89 1.32
H 1.17 2.41 -1.19
H 1.26 2.91 0.60
H -1.09 2.15 -0.92
H -1.05 2.09 0.70
H -0.82 3.56 -0.12
```

Properties
HOMO level   -13.41 eV
Total charge   +1
SMILES   CCCNCC[NH3+]
HOMO-LUMO gap   10.027 eV
LUMO energy   -3.38 eV


Run Q
Entry from the OMol25 dataset: a gas-phase ion, C5H15N2 (charge +1) (wB97M-V/def2-TZVPD).

The geometry in XYZ format:
```
22
Properties=species:S:1:pos:R:3
C -3.05 0.92 -1.16
C -1.65 1.17 -0.55
N -0.65 0.06 -0.41
C 0.75 0.14 -1.04
C 1.77 0.39 0.14
N 1.19 -0.48 1.31
C 1.63 -1.91 1.59
H -3.61 1.73 -0.77
H -2.94 0.83 -2.25
H -3.35 -0.08 -0.84
H -1.13 1.87 -1.25
H -1.76 1.63 0.45
H -1.07 -0.78 -0.89
H 0.69 0.79 -1.89
H 1.00 -0.80 -1.51
H 2.71 -0.03 0.14
H 1.87 1.34 0.59
H 1.59 -0.05 2.16
H 0.18 -0.60 0.98
H 1.57 -2.66 0.74
H 2.68 -1.99 1.80
H 1.08 -2.51 2.41
```

Properties
HOMO level   -13.75 eV
Total charge   +1
SMILES   CCNCC[NH2+]C
HOMO-LUMO gap   10.847 eV
LUMO energy   -2.90 eV


Run R
Entry from the OMol25 dataset: a molecular structure, C5H15N2 (wB97M-V/def2-TZVPD).

The geometry in XYZ format:
```
22
Properties=species:S:1:pos:R:3
C 0.72 1.08 1.11
N 1.31 -0.19 0.92
C 2.64 -0.35 1.56
C -0.46 1.19 -0.02
N -0.04 0.68 -1.23
C -2.71 0.30 -0.59
C -1.60 0.19 0.47
H 0.45 1.39 2.10
H 1.33 1.90 0.68
H 1.12 -0.55 -0.06
H 3.00 -1.36 1.28
H 2.44 -0.44 2.66
H 3.41 0.40 1.48
H -0.82 2.24 0.10
H 0.85 -4.49 -3.84
H 0.10 1.45 -1.96
H 0.12 -4.25 -3.74
H -3.71 -0.08 -0.48
H -2.38 -0.14 -1.49
H -2.72 1.32 -0.91
H -1.99 0.51 1.38
H -1.05 -0.80 0.57
```

Properties
HOMO level   -14.10 eV
Total charge   +1
HOMO-LUMO gap   6.044 eV
LUMO energy   -8.05 eV


Which structure is most stable, and how do the rest compare? From most to least stable: run P, run Q, run R.


Run P
Entry from the OMol25 dataset: 2 unconnected molecules or ions with the total composition C4H10NO (wB97M-V/def2-TZVPD).

The geometry in XYZ format:
```
16
Properties=species:S:1:pos:R:3
C 1.38 0.95 -2.19
C 0.17 1.47 -2.16
H 1.52 -0.10 -1.95
H 2.26 1.56 -2.39
H -0.68 0.85 -1.87
H 0.04 2.53 -2.36
C 0.62 -0.85 1.82
N -0.83 -1.05 1.88
C -1.48 -0.38 0.70
O -1.06 -0.78 -0.49
H 1.00 -0.99 0.81
H 1.10 -1.53 2.53
H 0.84 0.16 2.16
H -1.02 -2.04 1.74
H -1.30 0.72 0.90
H -2.57 -0.53 0.88
```

Properties
HOMO level   -2.54 eV
Total charge   -1
HOMO-LUMO gap   6.850 eV
LUMO energy   4.31 eV


Run Q
Entry from the OMol25 dataset: a gas-phase ion, C4H10NO (charge -1) (wB97M-V/def2-TZVPD).

The geometry in XYZ format:
```
16
Properties=species:S:1:pos:R:3
C 1.60 -0.72 -0.46
N 0.96 -0.40 0.79
C -0.36 0.36 0.70
C -0.21 1.60 -0.16
C -1.40 -0.72 0.07
O -1.02 -1.99 0.11
H 2.63 -0.36 -0.52
H 1.07 -0.26 -1.31
H 1.43 -1.78 -0.67
H 0.60 -1.23 1.26
H -0.51 0.63 1.75
H -1.21 2.09 -0.08
H 0.56 2.35 0.03
H -0.21 1.36 -1.23
H -2.33 -0.57 0.71
H -1.59 -0.36 -0.98
```

Properties
HOMO level   -2.45 eV
Total charge   -1
SMILES   CN[C@@H](C)C[O-]
HOMO-LUMO gap   6.790 eV
LUMO energy   4.34 eV


Which structure is most stable, and how do the rest compare? From most to least stable: run Q, run P.


Run P
Entry from the OMol25 dataset: a gas-phase ion, C4H10NO (charge -1) (wB97M-V/def2-TZVPD).

The geometry in XYZ format:
```
16
Properties=species:S:1:pos:R:3
C -0.68 1.09 0.84
C 0.56 0.57 0.04
C 1.42 -0.37 0.86
N 0.17 0.04 -1.30
C -1.18 -0.74 -1.19
O -1.32 -1.46 -0.18
H -1.34 0.21 1.23
H -0.15 1.66 1.69
H -1.22 1.86 0.29
H 1.17 1.40 -0.18
H 0.80 -1.24 1.02
H 2.18 -0.75 0.22
H 1.83 -0.15 1.85
H 0.83 -0.62 -1.68
H -1.98 -0.04 -1.41
H -1.10 -1.45 -2.11
```

Properties
HOMO level   -2.23 eV
Total charge   -1
SMILES   CC(C)NC[O-]
HOMO-LUMO gap   6.645 eV
LUMO energy   4.42 eV


Run Q
Entry from the OMol25 dataset: a gas-phase ion, C4H10NO (charge -1) (wB97M-V/def2-TZVPD).

The geometry in XYZ format:
```
16
Properties=species:S:1:pos:R:3
C 1.27 -1.79 -1.13
N 0.83 -0.49 -0.66
C 0.08 -0.45 0.57
C -1.07 0.55 0.68
C -0.72 2.10 0.62
O -1.88 2.78 0.41
H 0.42 -2.51 -1.17
H 2.14 -2.10 -0.56
H 1.51 -1.69 -2.19
H 0.56 0.14 -1.39
H 0.80 -0.32 1.39
H -0.34 -1.43 0.88
H -1.70 0.34 -0.22
H -1.79 0.40 1.48
H -0.12 2.30 1.53
H 0.00 2.17 -0.24
```

Properties
HOMO level   -2.04 eV
Total charge   -1
SMILES   CNCCC[O-]
HOMO-LUMO gap   5.757 eV
LUMO energy   3.72 eV


Which structure is most stable, and how do the rest compare? From most to least stable: run P, run Q.


Run P
Entry from the OMol25 dataset: C5H7NS2 in the gas phase (wB97M-V/def2-TZVPD).

The geometry in XYZ format:
```
15
Properties=species:S:1:pos:R:3
S -0.69 0.66 -2.32
C -0.14 -0.07 -0.95
N 0.75 -1.08 -0.93
C 1.30 -1.63 0.28
C 0.67 -1.28 1.52
C -0.64 -0.94 1.37
C -0.63 0.19 0.46
S 0.06 1.60 1.30
H 1.23 -1.46 -1.81
H 2.10 -2.30 0.11
H 1.31 -1.35 2.56
H -1.22 -1.85 0.97
H -1.37 -0.66 2.22
H -1.55 0.61 0.33
H 1.02 0.83 2.36
```

Properties
HOMO level   -8.18 eV
SMILES   S=C1NC=CC[C@H]1S
HOMO-LUMO gap   7.832 eV
LUMO energy   -0.34 eV


Run Q
Entry from the OMol25 dataset: 2 unconnected molecules or ions with the total composition C5H7NS2 (wB97M-V/def2-TZVPD).

The geometry in XYZ format:
```
15
Properties=species:S:1:pos:R:3
C -2.06 0.41 0.23
C -0.70 1.03 0.15
C 0.31 -0.08 -0.03
C 1.80 0.33 -0.26
C 2.54 -0.83 0.12
H -2.38 1.49 0.77
H -2.52 0.03 -0.95
H -2.11 -0.92 1.00
H -0.87 1.45 -0.86
H -0.41 1.60 0.99
H 0.34 -0.67 0.86
H 0.38 -2.51 -0.39
N 3.22 -1.66 0.74
S 0.14 -1.36 -1.47
S 2.34 1.69 -0.91
```

Properties
HOMO level   -9.46 eV
HOMO-LUMO gap   7.987 eV
LUMO energy   -1.48 eV


Which structure is most stable, and how do the rest compare? From most to least stable: run P, run Q.


Run P
Entry from the OMol25 dataset: C5H7NS2 in the gas phase (wB97M-V/def2-TZVPD).

The geometry in XYZ format:
```
15
Properties=species:S:1:pos:R:3
S 2.75 0.83 0.73
C 1.39 0.05 0.17
N 1.10 -0.82 -0.83
C -0.26 -1.40 -0.89
C -0.99 -0.49 0.13
S -1.95 0.94 -0.45
C -0.52 1.71 0.48
C 0.10 0.38 0.87
H 1.90 -1.19 -1.38
H -0.31 -2.46 -0.60
H -0.76 -1.26 -1.87
H -1.63 -1.05 0.79
H 0.06 2.27 -0.31
H -0.95 2.34 1.20
H 0.09 0.16 1.96
```

Properties
HOMO level   -8.32 eV
SMILES   S=C1NC[C@@H]2SC[C@H]12
HOMO-LUMO gap   8.904 eV
LUMO energy   0.58 eV


Run Q
Entry from the OMol25 dataset: C5H7NS2 in the gas phase (wB97M-V/def2-TZVPD).

The geometry in XYZ format:
```
15
Properties=species:S:1:pos:R:3
N -1.60 -1.16 -1.17
C -1.79 -0.34 -0.10
S -3.24 0.31 0.24
C -0.59 -0.14 0.79
C 0.01 1.12 0.45
C 1.32 1.07 0.11
C 2.12 -0.11 0.21
S 0.77 -1.39 0.64
H -0.75 -1.70 -1.28
H -2.08 -1.17 -2.06
H -1.06 -0.09 1.76
H -0.37 2.08 0.68
H 1.76 1.90 -0.42
H 2.54 -0.35 -0.75
H 2.96 -0.02 0.90
```

Properties
HOMO level   -8.42 eV
SMILES   NC(=S)[C@@H]1C=CCS1
HOMO-LUMO gap   8.899 eV
LUMO energy   0.48 eV


Which structure is most stable, and how do the rest compare? From most to least stable: run P, run Q.


Run P
Entry from the OMol25 dataset: 8 unconnected molecules or ions with the total composition C4H22N2O9 (wB97M-V/def2-TZVPD).

The geometry in XYZ format:
```
37
Properties=species:S:1:pos:R:3
C -1.23 -0.38 -2.97
N -0.75 -0.36 -1.58
C -0.46 -1.72 -1.13
C -0.55 -1.87 0.36
O -1.54 -2.34 0.90
N 0.60 -1.57 1.04
C 0.79 -1.59 2.40
O 1.90 -1.36 2.82
H -2.04 -1.11 -3.07
H -0.42 -0.51 -3.68
H -1.57 0.64 -3.16
H -1.37 0.08 -0.92
H 0.59 -1.97 -1.40
H -1.01 -2.52 -1.63
H 1.38 -1.16 0.53
H 0.10 -1.99 3.15
O 0.22 1.50 1.88
H 0.81 1.43 1.11
H 0.93 1.34 2.52
O 3.30 -1.54 -0.27
H 3.71 -1.00 -0.95
H 3.81 -1.43 0.54
O -2.92 0.95 0.73
H -2.37 1.04 1.53
H -3.70 0.56 1.13
O -3.82 -1.16 -1.31
H -3.20 -1.05 -0.60
H -4.32 -0.33 -1.28
O 1.22 1.42 -0.63
H 0.73 2.23 -0.45
H 0.75 0.85 -1.25
O 0.14 4.08 0.52
H 0.55 4.24 1.37
H -0.76 3.80 0.71
O 3.84 0.96 1.03
H 3.25 0.78 1.76
H 3.36 1.06 0.24
```

Properties
HOMO level   -9.63 eV
SMILES   CNCC(=O)NC=O.O.O.O.O.O.O.O
HOMO-LUMO gap   9.835 eV
LUMO energy   0.20 eV


Run Q
Entry from the OMol25 dataset: 8 unconnected molecules or ions with the total composition C4H22N2O9 (wB97M-V/def2-TZVPD).

The geometry in XYZ format:
```
37
Properties=species:S:1:pos:R:3
C -0.01 -2.35 1.59
N -1.09 -1.56 0.92
C -1.70 -2.06 -0.18
O -2.64 -1.49 -0.71
C -1.68 -0.41 1.61
C -0.67 0.74 1.69
N -0.47 1.52 0.60
O -0.10 0.95 2.76
H 0.32 -1.61 2.33
H 0.48 -2.95 0.83
H -0.51 -3.13 2.19
H -1.15 -2.86 -0.72
H -2.60 -0.09 1.14
H -1.87 -0.72 2.64
H -0.84 1.19 -0.29
H 0.20 2.27 0.58
O 0.73 3.32 -1.80
H 1.27 2.67 -2.30
H 0.30 3.63 -2.62
O 2.36 -1.29 0.35
H 2.13 -0.65 1.06
H 3.32 -1.33 0.40
O 1.43 -1.81 -2.22
H 1.48 -1.20 -1.47
H 1.99 -2.59 -2.15
O 2.54 0.05 2.77
H 3.17 0.68 3.13
H 1.70 0.53 2.92
O -1.35 0.98 -2.41
H -2.32 0.98 -2.41
H -1.04 0.24 -2.92
O 2.15 1.06 -2.43
H 2.29 0.17 -2.80
H 1.43 1.04 -1.79
O -3.31 1.73 -0.22
H -3.09 1.97 0.69
H -2.83 2.36 -0.76
```

Properties
HOMO level   -9.21 eV
SMILES   CN(C=O)CC(N)=O.O.O.O.O.O.O.O
HOMO-LUMO gap   9.548 eV
LUMO energy   0.34 eV


Which structure is most stable, and how do the rest compare? From most to least stable: run P, run Q.


Run P
Entry from the OMol25 dataset: C4H5NO in the gas phase (wB97M-V/def2-TZVPD).

The geometry in XYZ format:
```
11
Properties=species:S:1:pos:R:3
O 1.29 0.12 1.87
C 0.57 -0.03 0.92
C 0.84 -0.66 -0.46
C -0.24 0.30 -0.96
N -1.49 -0.05 -0.39
C -0.69 0.66 0.56
H 1.86 -0.54 -0.81
H 0.55 -1.72 -0.53
H -0.09 1.36 -1.06
H -1.51 -1.03 -0.11
H -1.09 1.59 0.96
```

Properties
HOMO level   -9.32 eV
SMILES   O=C1C[C@H]2N[C@@H]12
HOMO-LUMO gap   10.331 eV
LUMO energy   1.01 eV


Run Q
Entry from the OMol25 dataset: a molecular structure, C4H5NO (wB97M-V/def2-TZVPD).

The geometry in XYZ format:
```
11
Properties=species:S:1:pos:R:3
C 0.12 -0.19 0.04
C -1.20 0.28 -0.02
C 0.80 -1.35 0.15
C 0.43 1.33 0.05
N -3.18 -0.79 0.31
O -1.00 1.55 -0.14
H 1.91 -1.51 0.10
H 0.19 -2.32 0.28
H 0.84 1.57 0.99
H 0.94 1.73 -0.82
H -3.64 -0.09 -0.27
```

Properties
HOMO level (spin up / spin down)   -7.54 / -7.84 eV
HOMO-LUMO gap (spin up / spin down)   6.434 / 6.790 eV
LUMO energy (spin up / spin down)   -1.10 / -1.05 eV


Which structure is most stable, and how do the rest compare? From most to least stable: run P, run Q.